(1)
Below is C20H43DyN2P3Se as an isolated structure, with properties calculated with ωB97M-V/def2-TZVPD.

Element x y z (Å)
Dy  0.4068  -0.2069  -0.1662
Se  1.6493  0.3322  -2.2837
P  -1.5855  -0.7569  1.9889
P  1.2844  -2.8662  -0.2633
P  -2.0345  -0.9321  -1.4838
N  2.6723  1.1177  3.7696
N  1.6152  0.3789  1.6576
C  3.6561  0.2509  4.4522
C  -1.6381  4.3550  -0.2557
C  0.2625  -4.3801  -0.4023
C  2.2212  1.7365  -4.7198
C  2.5070  -3.1613  -1.6043
C  -1.0626  -0.0903  3.6195
C  -3.1557  -2.3436  -1.1551
C  2.0965  2.2433  4.5390
C  -3.2171  0.4631  -1.6368
C  2.2475  2.8054  -5.6180
C  1.7201  4.0512  -5.2478
C  2.1442  0.7425  2.6509
C  1.6554  1.8917  -3.4409
C  -2.2921  3.8848  0.8208
C  -1.6150  -1.2383  -3.2444
C  1.1644  4.2143  -3.9705
C  2.3080  -3.2611  1.2070
C  -1.7928  -2.5286  2.4475
C  -3.3293  -0.1787  2.0300
C  1.1268  3.1417  -3.0725
H  4.5036  0.0546  3.7821
H  -2.1283  4.4519  -1.2320
H  -3.9389  0.4490  -0.8110
H  3.1755  -2.2948  -1.6943
H  -2.5449  -1.2780  -3.8287
H  -1.0787  -2.1917  -3.3402
H  -3.7864  -2.5169  -2.0387
H  -2.5673  -3.2495  -0.9573
H  3.9995  0.7796  5.3443
H  -0.5886  4.6674  -0.1959
H  -3.3519  0.9041  1.8504
H  -3.7997  -2.1504  -0.2885
H  3.0899  -4.0631  -1.3713
H  3.2062  -0.7117  4.7438
H  1.7444  4.8867  -5.9499
H  2.8583  2.5867  5.2442
H  -1.8661  -0.2347  4.3547
H  2.6347  0.7674  -5.0018
H  -0.1585  -0.6017  3.9731
H  1.6773  -3.6633  2.0099
H  -3.7529  -0.3838  3.0237
H  -0.9593  -0.4391  -3.6174
H  1.1984  1.9315  5.0967
H  -2.6719  1.4176  -1.6003
H  1.2989  1.3181  -0.6379
H  1.9888  -3.2916  -2.5630
H  -0.3935  -4.3051  -1.2799
H  -0.8054  -2.9886  2.5906
H  2.6818  2.6677  -6.6092
H  3.0747  -3.9969  0.9292
H  -1.7983  3.7840  1.7958
H  0.6898  3.2653  -2.0817
H  -0.8520  0.9836  3.5283
H  0.9105  -5.2612  -0.5150
H  -3.7474  0.3827  -2.5953
H  0.7596  5.1865  -3.6794
H  -2.3641  -2.6068  3.3839
H  -3.9430  -0.6744  1.2692
H  1.8270  3.0584  3.8546
H  -0.3609  -4.4988  0.4935
H  -3.3541  3.6155  0.7761
H  -2.3200  -3.0730  1.6541
H  2.7982  -2.3479  1.5725

Total charge   +3
Spin multiplicity   6
HOMO-LUMO gap (alpha / beta)   5.523 / 5.657 eV
Energy relative to the best compared isomer or geometry (same formula, charge and spin)   38.2 kcal per mole
<S²>   9.34

(2)
Below is C20H43IrOP3S as an isolated structure, with properties calculated with ωB97M-V/def2-TZVPD.

Element x y z (Å)
Ir  -0.5611  0.5256  -1.4875
S  -0.4413  1.3826  -3.5049
P  -1.6811  2.1395  -0.5384
P  1.4629  1.0345  -0.8907
P  -1.9187  -1.9127  1.2394
O  -0.2104  0.7811  3.5676
C  2.1447  -2.3719  1.5649
C  1.2081  -2.0799  -4.6073
C  -1.1945  -3.4715  0.7270
C  1.0244  -0.6983  -6.5918
C  2.6536  -0.2770  -1.2843
C  -3.4811  -1.6752  0.3794
C  2.2645  -3.1272  0.4610
C  0.4899  -1.1346  -3.8753
C  1.4783  -0.3634  4.8224
C  -3.0099  2.6892  -1.6606
C  2.0968  2.4977  -1.7890
C  1.7060  1.3848  0.8737
C  0.4686  0.7361  4.5999
C  -2.2194  -1.9052  3.0124
C  0.3280  1.7428  5.7103
C  1.4628  -1.8763  -5.9661
C  -0.8060  3.6945  -0.1379
C  0.3902  0.2920  -5.8574
C  -2.4639  1.6748  1.0292
C  0.1507  0.0780  -4.4798
H  -1.0209  -0.8415  0.9413
H  -1.6629  -1.0694  3.4598
H  2.0105  -2.6266  -6.5399
H  -0.8469  -3.3803  -0.3096
H  1.2949  3.1328  -2.1813
H  1.5657  -2.9784  -4.1076
H  -1.5638  4.4862  -0.0825
H  -1.8794  -2.8534  3.4495
H  -3.8907  -2.6499  0.0713
H  -3.3047  -1.0632  -0.5163
H  2.6970  2.1424  -2.6348
H  0.9453  -1.3096  4.9879
H  2.1001  -0.4781  3.9283
H  0.8385  1.0996  1.4823
H  2.4927  -0.6317  -2.3084
H  1.1907  -0.5458  -7.6609
H  2.7238  3.0758  -1.0980
H  1.3169  2.0843  6.0387
H  2.1149  -0.1583  5.6885
H  3.6688  0.1261  -1.1852
H  -3.9381  2.1670  -1.4042
H  -0.2976  3.6012  0.8286
H  2.9892  -1.7904  1.9491
H  -0.3356  -3.7289  1.3561
H  0.0935  1.2470  -6.2879
H  -4.2127  -1.1785  1.0329
H  2.5637  0.7983  1.2256
H  -3.2948  -1.7781  3.1996
H  2.5197  -1.1146  -0.5938
H  -2.7571  2.4774  -2.7066
H  1.2105  -2.2968  2.1311
H  -0.2655  2.5893  5.3585
H  -3.1280  2.4860  1.3490
H  1.9009  2.4564  1.0103
H  -0.1767  1.2699  6.5634
H  1.5078  -3.8398  0.1313
H  3.1970  -3.1203  -0.1146
H  -1.9524  -4.2667  0.7849
H  -3.0529  0.7579  0.8984
H  -1.7050  1.4992  1.8038
H  -3.1452  3.7697  -1.5346
H  -0.0765  3.9586  -0.9098
H  0.2236  -1.2848  -2.8105

Total charge   +4
Spin multiplicity   6
HOMO-LUMO gap (alpha / beta)   5.369 / 4.205 eV
Energy relative to the best compared isomer or geometry (same formula, charge and spin)   0.0 kcal per mole
<S²>   8.80

(3)
Below is C20H43O2P3Pr as an isolated structure, with properties calculated with ωB97M-V/def2-TZVPD.

Element x y z (Å)
Pr  0.6799  0.8356  -0.4241
P  -0.7961  1.3610  2.3135
P  1.5319  -0.3641  -2.8499
P  2.8473  0.9356  1.3250
O  1.3519  2.8214  -1.8267
O  -0.4997  -0.9865  0.1588
C  -2.9178  0.8907  -1.6915
C  -1.8232  -2.8897  -0.4904
C  2.5596  -1.8344  -3.1660
C  -1.3993  -2.3623  1.9372
C  -1.1883  -1.9942  0.5140
C  -0.6888  3.0761  2.9531
C  4.2956  0.1224  0.5709
C  -2.4943  2.1665  -1.6732
C  3.1130  0.6021  3.0871
C  -0.5441  0.4548  3.8947
C  1.7222  4.0862  -2.5307
C  0.2282  -0.6677  -4.0964
C  2.5502  5.0104  -1.8896
C  1.9048  5.2745  -4.6128
C  3.1951  2.7439  1.1773
C  2.8612  6.1121  -4.0148
C  3.1428  6.0216  -2.6517
C  1.2618  4.2855  -3.8291
C  -2.6101  1.2067  2.1771
C  2.5254  0.9756  -3.6186
H  -3.5411  0.4640  -0.8988
H  -1.6186  -3.4417  1.9490
H  3.3783  1.2271  -2.9689
H  5.2152  0.5401  1.0035
H  2.3944  1.1381  3.7181
H  -1.9885  2.6180  -2.5381
H  3.3776  3.0551  0.1341
H  0.5272  0.3096  4.0816
H  1.9184  1.8886  -3.7048
H  0.0589  -1.7542  -4.1442
H  4.3023  0.2534  -0.5179
H  -2.1492  -3.7906  0.0545
H  0.3600  3.3598  3.0982
H  1.6778  5.3785  -5.6834
H  3.3767  6.8617  -4.6245
H  -2.9383  0.2117  2.4927
H  3.0117  -0.4691  3.2989
H  -0.5146  -2.1773  2.5681
H  -2.7160  0.2377  -2.5489
H  3.0305  -1.7302  -4.1559
H  -3.0797  1.9494  2.8325
H  -2.2818  -1.8499  2.3619
H  0.8953  3.1200  -1.0155
H  4.0740  3.0115  1.7779
H  -2.6870  2.8382  -0.8271
H  -1.0415  -0.5234  3.8552
H  2.3357  3.3194  1.5520
H  2.6963  4.9725  -0.8152
H  -0.7098  -0.1721  -3.8118
H  2.8918  0.6568  -4.6003
H  3.8931  6.6670  -2.2152
H  -1.1517  3.7646  2.2369
H  -1.2192  3.1358  3.9138
H  4.2509  -0.9583  0.7741
H  -2.7159  -2.4312  -0.9538
H  -1.1088  -3.2014  -1.2772
H  4.1382  0.9292  3.3263
H  3.3284  -1.9350  -2.3879
H  -0.9847  1.0540  4.7031
H  0.4503  3.6719  -4.2549
H  1.8987  -2.7149  -3.1456
H  -2.9370  1.3754  1.1458
H  0.5638  -0.3020  -5.0782

Total charge   +3
Spin multiplicity   3
HOMO-LUMO gap (alpha / beta)   6.859 / 7.219 eV
Energy relative to the best compared isomer or geometry (same formula, charge and spin)   0.0 kcal per mole
<S²>   2.00

(4)
Below is C20H44AsBF6O10PtS5 as an isolated structure, with properties calculated with ωB97M-V/def2-TZVPD.

Element x y z (Å)
Pt  -0.0485  0.8066  0.3598
As  0.8518  -2.9147  1.9367
S  0.9135  1.8352  3.6720
S  -0.0120  -1.4622  -2.6681
S  -2.9244  -0.2547  2.2458
S  -2.9442  2.0373  -1.9758
S  3.5914  0.2812  0.2593
F  -0.0399  -2.5493  3.4448
F  0.3824  -1.2412  1.3863
F  1.3555  -4.5977  2.4456
F  1.7845  -3.0962  0.4270
F  -0.6543  -3.5572  1.1820
F  2.3923  -2.1665  2.6507
O  2.1404  0.2435  0.2727
O  0.0071  -0.8467  -4.0088
O  4.4098  0.0937  1.4878
O  -4.3461  2.1988  -1.5144
O  -1.9517  0.2910  1.3020
O  -1.9737  1.2687  -1.1506
O  0.6734  3.1701  4.2242
O  -2.7191  -0.3237  3.6825
O  0.4777  1.4543  2.3426
O  0.0338  -0.7200  -1.3931
C  0.1436  0.6191  4.8742
C  -1.4862  2.2120  -4.2920
C  2.6197  0.8230  5.4878
C  -3.5121  -1.9094  1.7297
C  0.7105  -4.1139  -3.1394
C  4.1095  1.7897  -0.5788
C  -0.7798  -3.8758  -3.5579
C  1.4020  -2.7866  -2.7214
C  4.3401  1.3950  -2.0341
C  -5.4866  -0.3735  1.5401
C  5.0228  0.0129  -1.9756
C  1.3025  0.0269  5.6958
C  -1.3304  -2.8274  -2.5288
C  -4.3773  0.7177  1.9349
C  -2.2574  3.6228  -2.3795
C  2.6999  1.3780  4.0841
C  -4.8079  -1.6372  0.9402
C  4.1362  -0.8224  -1.0589
C  -2.7652  1.5586  -3.7428
C  -1.5208  3.6269  -3.7785
B  0.7488  2.6969  -0.5724
H  4.5216  -1.6988  -0.5379
H  -5.9307  -0.7083  2.4775
H  4.9377  2.2694  -0.0572
H  -4.4503  -1.3987  -0.0615
H  -6.3210  -0.1455  0.8768
H  2.6301  1.6864  6.1530
H  -5.3229  -2.5977  0.9223
H  -1.5092  2.1365  -5.3792
H  1.1980  3.5841  -0.9912
H  3.3012  2.4963  -0.3903
H  -1.3436  -4.8028  -3.4532
H  1.5587  -0.9816  5.3709
H  1.3261  2.5350  0.3246
H  -0.5288  4.0462  -3.6108
H  -2.0906  4.2916  -4.4278
H  4.9700  2.1380  -2.5233
H  -1.6322  4.1140  -1.6339
H  3.5054  0.1996  5.6098
H  -0.7742  -3.5508  -4.5983
H  -0.2182  2.9843  -0.1896
H  1.8084  -2.9040  -1.7168
H  5.1810  -0.4901  -2.9296
H  -4.0794  1.3969  1.1362
H  1.0047  -0.1551  6.7284
H  1.3220  -4.6789  -3.8429
H  6.0075  0.0782  -1.5129
H  0.8027  1.8225  -1.2024
H  -2.6124  -2.3092  1.2619
H  3.2846  2.2912  3.9731
H  -4.5732  1.3739  2.7829
H  -2.9825  4.4367  -2.3767
H  3.1969  -1.0149  -1.5775
H  0.6721  -4.8137  -2.3046
H  -1.3798  -3.1827  -1.4995
H  2.1434  -2.3458  -3.3878
H  -2.3054  -2.4004  -2.7636
H  -0.6298  1.6441  -3.9283
H  2.9519  0.6141  3.3485
H  -3.5807  1.9899  -4.3233
H  -0.7507  0.8734  5.4431
H  -2.9953  0.5143  -3.9540
H  3.4357  1.2619  -2.6278
H  -3.8392  -2.4817  2.5977
H  -0.2214  -0.2018  4.2570

Spin multiplicity   3
HOMO-LUMO gap (alpha / beta)   8.956 / 7.874 eV
Energy relative to the best compared isomer or geometry (same formula, charge and spin)   100.3 kcal per mole
<S²>   2.00

| no. | electronic energy (Ha) | maximum force (eV/Å) |
| --- | --- | --- |
| 1 | -5206.87859 | 6.3 |
| 2 | -2387.96360 | 3.2 |
| 3 | -2478.46131 | 2.0 |
| 4 | -6510.67881 | 4.3 |